[1]
A structure of composition C3H12N2OS at a distorted geometry. Source: the OMol25 dataset; level of theory: wB97M-V/def2-TZVPD.

Summary:
Net charge: +1
Lowest unoccupied orbital energy (spin up / spin down): -2.87 / -7.89 eV
Gap between HOMO and LUMO (spin up / spin down): 0.35444 / 0.16956 Ha
Multiplicity: 2

Each line ends with the natural charge from an NBO analysis.
CARTESIAN COORDINATES (ANGSTROEM)
C1 -0.31535 -1.38137 -0.71571  -0.238
C2 0.39266 -0.59316 -1.80552  -0.537
S1 -0.71588 -0.40919 -3.23574  0.002
N1 0.48259 -1.42262 0.53244  -0.750
H1 -0.49687 -2.39954 -1.06347  0.224
H2 -1.26486 -0.90730 -0.47256  0.224
H3 1.30981 -1.09834 -2.11057  0.226
H4 0.65103 0.40197 -1.44844  0.207
H5 0.00552 0.55765 -3.80548  0.143
H6 -0.03277 -1.79589 1.31702  0.421
H7 0.75984 -0.20071 0.87857  0.446
H8 1.37990 -1.89649 0.44059  0.417
N2 -1.01535 1.09342 1.89818  -0.802
C3 0.12891 1.76834 1.34727  0.005
O1 1.18234 0.93672 1.14580  -0.326
H9 -0.89530 0.89140 2.88674  0.393
H10 -1.85749 1.64132 1.77204  0.399
H11 -0.17218 2.24724 0.40267  0.265
H12 0.47343 2.56654 2.03619  0.279

Forces on atoms 1 to 2 (eV/Å):
C -0.079 -0.290 -0.288
C 0.143 0.008 0.047

[2]
A cluster of 2 separate species, C3H12N2S in total at a distorted geometry. Source: the OMol25 dataset; level of theory: wB97M-V/def2-TZVPD.

Summary:
Net charge: -1
Lowest unoccupied orbital energy (spin up / spin down): 3.34 / 3.32 eV
Gap between HOMO and LUMO (spin up / spin down): 0.08744 / 0.32062 Ha
Multiplicity: 2

Each line ends with the natural charge from an NBO analysis.
CARTESIAN COORDINATES (ANGSTROEM)
C1 0.79630 1.94246 -0.57491  -0.721
C2 1.56755 0.79980 -1.40029  -0.826
S1 3.11074 1.49338 -1.99218  -0.162
H1 1.33147 2.13041 0.34910  0.203
H2 -0.22010 1.54647 -0.64998  0.187
H3 0.90057 2.76761 -1.28003  0.173
H4 1.70213 -0.00817 -0.68070  0.195
H5 0.81997 0.48475 -2.14135  0.168
H6 2.44598 2.44192 -2.71239  0.086
N1 -1.55512 -2.36759 0.24891  -0.886
C3 -1.10169 -1.92178 1.55079  -0.154
N2 -1.78918 -0.65001 1.89510  -0.904
H7 -2.52953 -2.11210 0.23139  0.343
H8 -1.10357 -1.82041 -0.48600  0.321
H9 -1.31289 -2.62473 2.36112  0.145
H10 -0.01085 -1.83065 1.60018  0.148
H11 -1.27772 -0.18560 2.63479  0.341
H12 -1.77407 -0.08577 1.04643  0.342

Forces on atoms 1 to 2 (eV/Å):
C 1.071 -1.513 -2.528
C -1.544 1.213 1.838

[3]
A structure of composition C3H12N3. Source: the OMol25 dataset; level of theory: wB97M-V/def2-TZVPD.

Summary:
Net charge: +1
Lowest unoccupied orbital energy: -8.45 eV
Gap between HOMO and LUMO: 0.17377 Ha
Multiplicity: 1

Each line ends with the natural charge from an NBO analysis.
CARTESIAN COORDINATES (ANGSTROEM)
C1 -1.30210 1.50507 2.01066  -0.489
N1 -1.02954 2.02420 0.70732  -0.361
H1 -2.30744 1.82038 2.31648  0.269
H2 -0.54209 1.77540 2.74251  0.236
H3 -0.08593 2.41983 0.69417  0.384
H4 -1.38261 0.40800 1.98971  0.281
N2 2.20413 -1.68779 -0.99845  -0.836
C2 0.88870 -1.47089 -0.47351  -0.204
C3 0.20246 -0.32648 -1.25288  -0.306
N3 -1.03953 0.02865 -0.62785  -0.323
H5 2.19532 -2.05669 -1.93879  0.373
H6 2.75996 -2.26276 -0.38479  0.390
H7 0.96728 -1.16888 0.57383  0.199
H8 0.22734 -2.33822 -0.50830  0.189
H9 0.89105 0.52228 -1.19714  0.284
H10 0.07744 -0.53989 -2.31274  0.237
H11 -1.00017 1.06665 0.01096  0.282
H12 -1.72428 0.28116 -1.35118  0.394

Forces on atoms 1 to 2 (eV/Å):
C -0.034 0.181 0.323
N -0.166 0.244 0.227

[4]
A cluster of 2 separate species, C3H12N3 in total at a distorted geometry. Source: the OMol25 dataset; level of theory: wB97M-V/def2-TZVPD.

Summary:
Net charge: +1
Lowest unoccupied orbital energy: -3.19 eV
Gap between HOMO and LUMO: 0.40303 Ha
Multiplicity: 1

Each line ends with the natural charge from an NBO analysis.
CARTESIAN COORDINATES (ANGSTROEM)
C1 -1.01994 -1.88899 0.94300  -0.659
C2 -1.88065 -0.74697 1.56433  -0.611
C3 0.40456 0.68560 -0.94946  0.332
N1 0.65024 0.52763 -2.20554  -0.757
N2 1.11731 1.39217 -0.16393  -0.324
N3 2.29525 1.91458 -0.52738  -0.628
H1 0.02022 -1.70291 0.92514  0.199
H2 -0.98379 -2.74894 1.68634  0.234
H3 -1.42573 -2.42075 0.03629  0.222
H4 -1.88521 -1.03897 2.63328  0.239
H5 -2.87856 -0.62490 1.19643  0.229
H6 -0.58330 0.21791 -0.60351  0.264
H7 -0.02171 0.00006 -2.80592  0.437
H8 2.79630 2.47513 0.04882  0.408
H9 0.59673 1.62654 0.67820  0.436
H10 1.26092 1.02289 -2.87656  0.446
H11 2.80524 1.16958 -0.94091  0.379
H12 -1.26788 0.14034 1.36137  0.154

Forces on atoms 1 to 2 (eV/Å):
C -2.052 -2.842 0.848
C 2.064 -1.138 0.260

[5]
A cluster of 2 separate species, C3H12N3 in total. Source: the OMol25 dataset; level of theory: wB97M-V/def2-TZVPD.

Summary:
Net charge: +1
Lowest unoccupied orbital energy: -3.14 eV
Gap between HOMO and LUMO: 0.40073 Ha
Multiplicity: 1

Each line ends with the natural charge from an NBO analysis.
CARTESIAN COORDINATES (ANGSTROEM)
C1 -0.73706 -2.76319 -0.66507  -0.637
C2 -0.96065 -1.29741 -0.36504  -0.222
N1 0.25192 -0.70891 0.29160  -0.698
H1 -1.50505 -3.13235 -1.34146  0.258
H2 0.21647 -2.90886 -1.17815  0.221
H3 -0.73571 -3.38450 0.22991  0.229
H4 -1.06597 -0.74009 -1.29616  0.221
H5 -1.85187 -1.08384 0.21880  0.231
H6 0.54132 -1.24261 1.11399  0.428
H7 0.11519 0.27762 0.63254  0.465
H8 1.04384 -0.69777 -0.35334  0.438
N2 0.28619 2.00412 1.25486  -0.875
C3 0.59739 2.70120 0.07542  0.257
N3 1.73750 2.55771 -0.45145  -0.667
H9 1.09399 1.91569 1.86615  0.409
H10 -0.49962 2.38476 1.76934  0.404
H11 -0.21964 3.26107 -0.37936  0.175
H12 1.69179 2.85738 -1.42256  0.363

Forces on atoms 1 to 2 (eV/Å):
C 0.105 -0.128 -0.032
C 0.076 0.094 -0.766

[6]
A cluster of 2 separate species, C3H12N3 in total at a distorted geometry. Source: the OMol25 dataset; level of theory: wB97M-V/def2-TZVPD.

Summary:
Net charge: +1
Lowest unoccupied orbital energy (spin up / spin down): -2.79 / -7.43 eV
Gap between HOMO and LUMO (spin up / spin down): 0.23701 / 0.25100 Ha
Multiplicity: 3

Each line ends with the natural charge from an NBO analysis.
CARTESIAN COORDINATES (ANGSTROEM)
C1 1.96211 -0.69489 -0.71582  -0.469
C2 0.04798 0.52033 -1.66085  -0.467
C3 0.48308 0.39312 0.67795  -0.393
N1 -2.17638 0.41324 1.18037  -0.676
N2 -1.13440 -0.63585 1.32620  -0.420
N3 0.90448 0.20706 -0.51860  -0.145
H1 2.75482 -0.79573 0.03956  0.263
H2 1.60348 -1.66535 -1.21672  0.266
H3 2.63275 -0.39642 -1.68373  0.257
H4 0.10681 1.62094 -1.88465  0.259
H5 0.58688 0.18912 -2.57211  0.250
H6 -1.05007 0.41268 -1.46460  0.259
H7 -1.64571 -1.34073 0.82629  0.394
H8 1.18677 0.21753 1.56534  0.225
H9 -0.35967 1.17235 0.77558  0.200
H10 -3.07267 -0.05102 1.35564  0.398
H11 -1.95721 1.30500 1.66143  0.398
H12 -0.87304 -0.87139 2.30871  0.401

Forces on atoms 1 to 2 (eV/Å):
C 2.829 -0.856 -4.407
C 1.151 1.797 -0.453

[7]
A cluster of 2 separate species, C3H12N3O in total. Source: the OMol25 dataset; level of theory: wB97M-V/def2-TZVPD.

Summary:
Net charge: +1
Lowest unoccupied orbital energy: -3.05 eV
Gap between HOMO and LUMO: 0.36558 Ha
Multiplicity: 1

Each line ends with the natural charge from an NBO analysis.
CARTESIAN COORDINATES (ANGSTROEM)
C1 1.47524 -0.21012 -1.18346  -0.229
C2 0.79083 0.24702 -2.22710  0.050
N1 0.70542 -0.36830 -3.43651  -0.762
N2 1.56222 0.61120 0.04577  -0.696
H1 2.00267 -1.14493 -1.16981  0.227
H2 0.28902 1.20793 -2.18058  0.208
H3 -0.05892 -0.08433 -4.03828  0.405
H4 0.86116 -1.36227 -3.47069  0.397
H5 2.34249 0.29828 0.62845  0.440
H6 0.67187 0.55885 0.59671  0.469
H7 1.73481 1.58391 -0.19580  0.436
N3 -2.23828 -0.47333 2.84415  -0.815
C3 -1.00762 -0.29433 2.16420  0.065
O1 -0.99384 0.73783 1.14377  -0.765
H8 -2.63670 0.41915 3.11076  0.378
H9 -2.91044 -0.99200 2.29584  0.368
H10 -0.24955 0.02153 2.87750  0.175
H11 -0.71100 -1.24593 1.73481  0.164
H12 -1.62938 0.48984 0.46029  0.483

Forces on atoms 1 to 2 (eV/Å):
C 0.064 0.078 0.269
C -0.081 0.125 -0.320

[8]
A cluster of 2 separate species, C3H12N3S in total at a distorted geometry. Source: the OMol25 dataset; level of theory: wB97M-V/def2-TZVPD.

Summary:
Net charge: +1
Lowest unoccupied orbital energy: -4.30 eV
Gap between HOMO and LUMO: 0.34059 Ha
Multiplicity: 1

Each line ends with the natural charge from an NBO analysis.
CARTESIAN COORDINATES (ANGSTROEM)
C1 -2.83135 -0.61152 -0.89878  -0.647
C2 -1.72807 -0.66606 0.23832  -0.250
C3 0.45998 -1.77063 -0.21064  0.001
N1 2.72329 1.38981 0.88722  -0.699
N2 1.49441 1.95382 0.41764  -0.709
N3 -0.30718 -0.73081 -0.16129  -0.489
S1 2.04344 -1.51027 -0.62478  0.228
H1 -2.89710 -1.59368 -1.38535  0.220
H2 -3.88293 -0.32227 -0.61548  0.258
H3 -2.61798 0.01856 -1.82754  0.233
H4 -2.03207 -1.45425 0.95030  0.234
H5 -1.85727 0.34887 0.83427  0.232
H6 0.20934 -2.92871 -0.23097  0.291
H7 2.65135 0.84035 1.71959  0.368
H8 3.57530 2.00758 1.04830  0.375
H9 1.59882 2.27367 -0.51004  0.362
H10 0.21395 0.13383 -0.08400  0.446
H11 2.13762 -0.16581 -0.39553  0.177
H12 1.04646 2.78751 0.84875  0.369

Forces on atoms 1 to 2 (eV/Å):
C 0.422 -0.061 -1.841
C -2.364 2.650 0.912

Relative energy (zero: lowest compared OMol25 entry of this formula, charge and spin) list, top to bottom, in eV: 0.065; 0.603; 6.503; 3.112; 0.937; 3.806; 2.253; 3.735